{"formula": "C16H32Cl32", "method": "ωB97M-V/def2-TZVPD", "species": ["C", "Cl", "H", "Cl", "H", "Cl", "C", "H", "H", "H", "Cl", "Cl", "H", "H", "C", "Cl", "Cl", "Cl", "H", "Cl", "Cl", "H", "H", "H", "Cl", "Cl", "Cl", "C", "C", "C", "H", "H", "Cl", "Cl", "H", "Cl", "Cl", "Cl", "H", "Cl", "H", "H", "H", "H", "H", "C", "Cl", "C", "C", "C", "C", "Cl", "Cl", "C", "Cl", "H", "Cl", "H", "Cl", "C", "Cl", "Cl", "H", "H", "C", "H", "H", "C", "H", "H", "Cl", "H", "H", "H", "Cl", "Cl", "Cl", "C", "H", "Cl"], "positions_angstrom": [[-5.669, 2.329, -2.352], [-2.085, 4.460, 3.879], [4.743, -1.933, 5.263], [4.665, -3.862, -4.277], [-6.265, 3.079, -2.836], [5.291, -3.743, 4.092], [4.777, 1.956, 2.614], [-0.728, -1.549, 4.693], [3.984, -2.121, 0.912], [0.137, -2.122, 3.184], [4.595, 3.602, -2.414], [-2.190, 1.804, 5.040], [4.858, 2.699, 3.378], [-4.426, -0.833, -0.524], [-0.140, 0.529, -0.350], [1.017, -0.052, -4.317], [1.412, 2.843, -3.977], [-3.383, 3.844, 0.430], [-3.218, -3.685, -1.486], [3.700, -1.892, -1.432], [1.018, 1.388, 0.581], [-3.154, -5.398, 2.659], [5.215, 1.475, -2.926], [-4.153, -4.609, 1.412], [-5.075, -0.881, 1.655], [4.167, 2.853, 1.162], [6.469, 2.603, -4.503], [-2.495, 1.103, -5.511], [-5.320, -1.097, -0.066], [3.272, -2.791, -4.776], [1.696, 1.546, -5.941], [0.086, 0.849, -1.389], [-5.053, -6.577, 2.184], [-0.912, 4.273, -1.108], [4.155, 2.119, -4.207], [-1.785, 0.855, 0.177], [1.756, -2.877, 0.577], [-0.893, -3.559, -2.155], [2.592, -2.901, -3.971], [-5.653, -2.857, -0.354], [-3.877, 2.958, 4.012], [-4.623, 2.621, -2.298], [3.887, 3.812, 5.029], [3.643, -1.765, -4.797], [-1.126, 3.396, 1.142], [4.951, 2.329, -3.515], [-1.744, 1.306, -7.074], [-2.391, -2.948, -1.499], [-3.735, -5.537, 1.778], [-0.695, -2.249, 3.873], [4.162, -2.772, 4.964], [-0.590, -3.889, 4.472], [2.841, -2.093, 3.965], [3.483, -2.744, 0.108], [-2.596, 2.644, -4.678], [0.062, -0.520, -0.237], [1.881, 2.653, 4.947], [-1.546, 5.140, 0.972], [-2.238, -1.938, 2.967], [-2.797, 2.890, 3.781], [-2.975, -1.588, -2.508], [2.742, -3.280, -6.344], [-3.561, 0.854, -5.718], [-1.887, 0.454, -4.886], [-1.642, 4.151, 0.545], [-2.131, -2.531, -0.542], [-6.227, -0.559, -0.316], [0.965, 1.545, -5.127], [2.699, 4.222, 6.376], [-2.483, 2.452, 2.849], [6.456, 1.385, 2.316], [4.142, 1.142, 2.886], [-0.002, 1.788, -5.443], [3.691, -3.380, 5.723], [4.155, 2.447, 6.901], [-6.300, 2.451, -0.701], [-5.894, 0.814, -3.142], [3.163, 3.476, 5.774], [3.847, -3.753, -0.059], [-2.717, -6.252, 0.483]], "mol_weight_g_mol": 1358.93, "homo_energy_ha": -0.39753, "de_lowest_kcal_mol": 20.1, "charge": 0}

***

{"formula": "C4H13NO2S", "method": "ωB97M-V/def2-TZVPD", "species": ["S", "N", "H", "H", "O", "H", "H", "H", "O", "H", "H", "H", "C", "H", "H", "C", "H", "C", "H", "H", "C"], "positions_angstrom": [[-0.715, -1.744, 2.147], [0.519, -0.343, -1.438], [1.461, -0.946, 1.337], [0.632, 1.126, 1.549], [-1.051, 2.164, -2.514], [-0.550, 2.911, 0.045], [2.529, 0.286, -1.584], [-1.530, -0.695, 1.986], [-0.762, 2.045, 0.406], [2.088, -1.115, -2.557], [-1.514, 1.916, -1.710], [-0.018, -1.020, -1.962], [-0.001, -0.223, -0.081], [-1.083, -0.173, -0.190], [-0.376, 1.481, -2.617], [0.532, -1.277, 0.907], [2.379, -1.253, -0.807], [0.373, 1.182, 0.496], [0.714, -2.202, 0.388], [1.171, 1.544, -0.148], [1.942, -0.634, -1.598]], "mol_weight_g_mol": 139.22, "homo_energy_ha": -0.33599, "smiles": "CN[C@H](CO)CS.O", "de_lowest_kcal_mol": 18.3, "charge": 0}

***

{"formula": "C41H51F4N2O2", "method": "ωB97M-V/def2-TZVPD", "species": ["C", "C", "F", "C", "H", "N", "H", "C", "H", "H", "H", "C", "H", "H", "C", "C", "H", "H", "H", "H", "H", "C", "C", "C", "O", "C", "C", "H", "N", "H", "C", "C", "H", "C", "C", "H", "H", "H", "C", "C", "H", "H", "C", "C", "H", "H", "C", "C", "F", "H", "C", "H", "H", "H", "C", "C", "H", "C", "H", "H", "F", "O", "H", "C", "C", "F", "C", "H", "H", "H", "H", "C", "H", "H", "C", "H", "H", "C", "H", "C", "C", "H", "H", "C", "C", "C", "C", "H", "C", "H", "H", "H", "H", "H", "H", "H", "C", "C", "H", "H"], "positions_angstrom": [[6.175, -4.609, -4.928], [8.239, -6.051, -6.119], [-7.538, -0.611, 3.886], [7.258, -6.712, -5.385], [-5.441, 4.561, -0.409], [1.286, -0.909, 0.832], [4.013, 2.752, -0.803], [2.054, 4.728, 1.148], [3.812, -2.124, 0.029], [-1.131, -2.923, -4.195], [-8.484, -1.539, 6.114], [-3.232, -3.028, -3.461], [5.457, -6.509, -4.224], [-1.516, 2.810, -0.439], [-0.171, -0.794, 0.964], [-1.417, -1.062, -2.975], [7.298, -7.791, -5.275], [1.538, -1.251, -2.835], [1.072, 4.749, 1.607], [6.415, -1.538, -0.722], [3.387, 0.834, 1.213], [-4.822, 0.040, 1.068], [-2.297, 3.375, 0.058], [3.511, -1.249, -0.657], [3.852, -1.639, -2.003], [-3.512, 3.625, -0.571], [2.440, 3.626, 0.391], [5.087, -1.163, -3.621], [-5.361, 0.663, 2.324], [2.620, 6.661, 1.905], [2.105, -0.904, 2.082], [6.223, -5.993, -4.792], [-2.693, 0.012, 1.993], [-8.545, -0.462, 6.013], [-4.495, 4.362, 0.085], [-3.693, 3.246, -1.572], [-8.764, 3.379, 5.581], [-6.003, 1.408, 1.982], [4.441, -0.213, 3.004], [-9.092, 0.321, 7.024], [7.333, -1.011, -2.259], [4.988, 0.194, -2.393], [-3.333, -0.593, 1.268], [8.184, -4.669, -6.265], [-3.043, 0.119, -0.884], [4.881, 6.593, 0.862], [-8.698, 2.303, 5.703], [3.125, 0.329, 2.205], [-0.910, 3.610, 1.950], [-5.031, 5.423, 1.878], [6.397, -1.568, -1.869], [9.046, -6.612, -6.577], [-9.457, -0.145, 7.933], [-4.746, 0.841, 0.252], [-1.116, -0.827, -0.252], [-8.141, 1.521, 4.697], [-4.822, -2.641, -2.368], [1.083, -1.113, -1.803], [-1.258, -3.251, -2.393], [-6.020, -0.049, 2.713], [5.773, 4.642, -0.593], [-4.209, -2.103, -2.919], [-9.601, 2.313, 7.654], [-9.171, 1.702, 6.868], [3.698, 3.599, -0.203], [7.103, -2.626, -5.800], [4.187, 5.770, 0.733], [6.519, -2.659, -2.230], [8.935, -4.139, -6.840], [1.382, -0.944, 2.977], [-7.761, 1.972, 3.787], [-1.701, -2.620, -3.234], [-3.124, -1.705, -0.670], [4.861, 0.586, 3.726], [5.033, -0.951, -2.484], [-3.390, -4.031, -2.900], [-3.493, -3.274, -4.562], [1.917, -1.069, -0.473], [4.189, -1.124, 3.674], [2.924, 5.801, 1.318], [-3.056, 4.586, 2.005], [5.220, -0.580, 2.254], [5.382, -4.031, -4.467], [-2.711, -0.746, -0.204], [-4.266, 4.845, 1.370], [-0.455, -0.988, -1.668], [-8.073, 0.147, 4.862], [2.744, -1.867, 2.164], [7.154, -3.962, -5.665], [-0.773, -0.656, -3.839], [-2.864, 4.947, 3.009], [-5.530, -0.778, 0.678], [1.760, 2.789, 0.264], [4.116, -0.335, -0.339], [-2.336, -0.398, -2.881], [2.692, 1.162, 2.878], [-2.083, 3.857, 1.341], [4.559, 4.670, -0.024], [-3.514, -1.653, 1.696], [-0.578, -0.678, 2.022]], "mol_weight_g_mol": 679.86, "homo_energy_ha": -0.39766, "charge": 1}

***

{"formula": "C4H10O", "method": "ωB97M-V/def2-TZVPD", "species": ["H", "C", "H", "H", "C", "H", "H", "C", "H", "H", "H", "H", "C", "O", "H"], "positions_angstrom": [[3.095, 0.158, -0.582], [-1.413, 1.359, 0.273], [-2.271, 1.182, 0.864], [-1.585, 2.163, -0.513], [-0.955, 0.156, -0.467], [1.648, 0.676, -0.671], [2.535, 1.125, 0.725], [-0.967, -2.126, 0.007], [-1.409, -2.862, 0.759], [-0.584, 1.637, 0.986], [-0.441, -0.014, -1.316], [-0.668, -2.408, -1.036], [2.322, 0.317, 0.037], [-1.249, -0.893, 0.252], [1.942, -0.469, 0.683]], "mol_weight_g_mol": 74.12, "homo_energy_ha": [-0.26362, -0.25701], "de_lowest_kcal_mol": 108.6, "charge": 0}

***

{"formula": "C11H15ClIrNO2S2V", "method": "ωB97M-V/def2-TZVPD", "species": ["H", "H", "V", "H", "H", "H", "H", "S", "C", "O", "C", "C", "C", "H", "H", "H", "O", "C", "H", "C", "H", "H", "Ir", "C", "H", "N", "C", "S", "Cl", "C", "C", "C", "H", "H"], "positions_angstrom": [[2.581, 5.712, 5.204], [-1.215, -2.737, -3.161], [-0.889, -0.653, -1.679], [1.408, 3.598, 5.892], [-3.205, -0.059, -2.553], [2.246, 0.383, -0.347], [-2.961, -1.837, -2.444], [0.129, 1.559, 4.160], [0.822, 3.532, 2.556], [1.121, 0.684, 4.705], [2.083, 5.087, 4.462], [1.433, 3.919, 4.864], [-0.791, -1.785, -0.057], [0.487, -2.680, -2.635], [-3.337, -0.882, -0.965], [2.211, 0.452, 1.420], [-1.149, 1.702, 4.806], [0.821, 3.143, 3.886], [0.029, -2.511, -0.073], [2.173, 5.486, 3.128], [2.730, 6.374, 2.808], [2.148, -1.112, 0.612], [-0.156, 0.028, 0.530], [0.233, 2.476, 1.744], [-1.624, -2.197, 0.537], [-0.029, 1.330, 2.323], [1.535, 4.689, 2.164], [-0.035, 2.311, 0.042], [-0.546, 0.887, -3.309], [1.805, -0.075, 0.546], [-0.358, -2.095, -3.000], [-2.842, -0.890, -1.938], [-0.063, -1.640, -3.951], [1.595, 4.926, 1.110]], "mol_weight_g_mol": 535.99, "homo_energy_ha": [-0.23992, -0.32536], "de_lowest_kcal_mol": 17.8, "charge": 0, "s_squared": 15.776, "spin_multiplicity": 8}

***

{"formula": "C5H8O3", "method": "ωB97M-V/def2-TZVPD", "species": ["H", "O", "H", "C", "H", "C", "O", "H", "H", "H", "H", "O", "C", "C", "C", "H"], "positions_angstrom": [[-0.259, 2.024, 1.697], [-2.033, 0.817, 1.320], [2.398, -2.116, -2.009], [-0.119, 0.076, 0.342], [0.438, 0.056, 1.371], [1.338, -1.312, -0.702], [0.243, 1.301, -0.275], [2.071, -0.619, -0.332], [0.623, -2.761, -2.464], [0.377, 3.239, 0.235], [1.723, 1.854, 1.047], [0.040, -0.905, -0.590], [0.453, 2.181, 0.856], [1.399, -2.292, -1.636], [-1.593, -0.247, 0.588], [-2.243, -1.817, 0.123]], "mol_weight_g_mol": 116.12, "homo_energy_ha": -0.33716, "de_lowest_kcal_mol": 223.5, "charge": 0}